Entry 1:
{"formula": "BrH44O22", "method": "ωB97M-V with the def2-TZVPD basis set", "species": ["Br", "O", "H", "H", "O", "H", "H", "O", "H", "H", "O", "H", "H", "O", "H", "H", "O", "H", "H", "O", "H", "H", "O", "H", "H", "O", "H", "H", "O", "H", "H", "O", "H", "H", "O", "H", "H", "O", "H", "H", "O", "H", "H", "O", "H", "H", "O", "H", "H", "O", "H", "H", "O", "H", "H", "O", "H", "H", "O", "H", "H", "O", "H", "H", "O", "H", "H"], "xyz": [[-34.33951, 9.56252, 4.28865], [-34.42004, 7.44927, 8.62001], [-34.49653, 7.69186, 9.54279], [-34.74263, 8.21405, 8.14327], [-39.19772, 7.65350, 4.12561], [-38.34265, 7.82510, 3.73107], [-39.60137, 8.51744, 4.20876], [-34.99812, 6.60949, 6.19239], [-34.62056, 6.72335, 7.06458], [-34.63341, 7.32905, 5.67719], [-31.73588, 10.22505, 6.51165], [-32.64994, 10.06979, 6.27372], [-31.40489, 10.80585, 5.82655], [-35.17589, 4.57862, 4.36261], [-35.07547, 5.39693, 4.84896], [-34.28085, 4.31514, 4.14881], [-32.79924, 7.86900, 0.21847], [-32.53088, 7.63571, 1.10717], [-33.00645, 7.03200, -0.19716], [-37.65592, 13.88848, 3.81464], [-38.11807, 13.28011, 3.23798], [-36.72963, 13.74914, 3.61766], [-31.33274, 12.66809, 0.56998], [-30.53378, 12.14119, 0.58662], [-32.02338, 12.06554, 0.84599], [-36.85253, 7.82277, 2.69186], [-35.95519, 7.91542, 3.01190], [-36.88451, 8.36816, 1.90589], [-35.37228, 9.68785, 7.59681], [-35.21079, 9.51858, 6.66864], [-35.82089, 10.53327, 7.61208], [-30.95815, 8.26738, 8.27537], [-31.28121, 8.91345, 7.64730], [-31.74187, 7.79832, 8.56173], [-32.16534, 6.94957, 2.82807], [-32.24692, 6.01202, 3.00294], [-32.89969, 7.34595, 3.29695], [-36.63414, 11.53191, 2.58019], [-36.15593, 10.90208, 3.11951], [-37.51969, 11.17341, 2.52080], [-37.29508, 9.69873, 0.69309], [-37.42083, 9.78205, -0.25215], [-36.61707, 10.34113, 0.90252], [-37.63705, 5.35505, 6.03881], [-37.16478, 4.97888, 5.29605], [-37.08684, 6.08231, 6.32961], [-29.50448, 8.16332, 3.16607], [-30.23645, 7.55997, 3.03788], [-29.90265, 8.94631, 3.54634], [-35.63724, 12.38194, 7.89106], [-34.88537, 12.89140, 7.58881], [-36.23472, 13.03207, 8.26064], [-31.02914, 10.77268, 3.76173], [-31.08202, 10.67935, 2.81056], [-31.84879, 10.39902, 4.08545], [-34.94257, 13.54174, 4.64190], [-34.53987, 12.69994, 4.42877], [-34.47679, 13.83962, 5.42328], [-29.49366, 11.74789, 5.47718], [-30.00416, 11.41085, 4.74095], [-29.24767, 12.63435, 5.21279], [-32.27185, 11.97129, 8.80045], [-32.26679, 11.57851, 7.92757], [-31.35306, 11.97143, 9.06887], [-33.79336, 11.17406, 1.04666], [-33.82712, 10.22200, 0.95356], [-34.36866, 11.36325, 1.78792]], "atomic_forces_ev_per_a": [[0.3, 0.0, -0.1], [0.7, -0.9, 0.4], [0.0, 0.0, 0.1], [-0.5, 1.0, 0.2], [-0.8, 0.0, 0.3], [0.7, -0.1, -0.4], [-0.1, 0.1, 0.1], [-0.2, -0.1, -0.8], [0.2, -0.4, 0.7], [0.1, 0.6, -0.3], [-0.3, 0.2, 0.2], [-0.6, -0.3, -0.2], [0.5, 0.3, 0.3], [-0.1, -0.5, -0.8], [0.0, 0.4, 0.8], [0.1, -0.2, 0.0], [-0.2, 0.5, -0.5], [0.2, -0.3, 0.5], [-0.1, -0.1, -0.1], [-0.7, 0.5, 0.1], [0.0, 0.0, 0.0], [0.4, -0.2, 0.2], [0.4, 0.3, 0.0], [0.3, 0.0, -0.1], [-0.8, -0.3, 0.0], [0.0, -0.4, 0.2], [0.3, 0.1, 0.3], [-0.2, 0.2, -0.6], [0.1, -0.5, 0.0], [-0.1, 0.0, -0.7], [0.0, 0.6, 0.2], [0.3, -0.5, 0.4], [0.1, 0.4, -0.3], [-0.3, -0.1, 0.1], [0.3, -0.1, -0.2], [0.0, -0.3, 0.0], [-0.4, 0.5, 0.4], [0.2, 0.4, -0.5], [0.3, -0.5, 0.7], [-0.3, -0.2, 0.0], [-0.3, -0.3, -0.3], [-0.1, -0.2, -0.3], [0.3, 0.5, 0.2], [-0.5, -0.3, 0.3], [0.1, -0.1, -0.2], [0.2, 0.2, 0.0], [0.5, 0.0, -0.2], [-0.4, -0.1, 0.0], [-0.1, 0.2, 0.3], [-0.2, 0.1, 0.0], [0.3, -0.1, 0.0], [-0.2, 0.1, 0.1], [-0.2, -0.3, -0.7], [0.0, 0.2, -0.4], [-0.8, -0.4, 0.0], [0.0, 0.2, -0.1], [0.1, -0.4, -0.1], [0.1, 0.2, 0.1], [0.7, 0.5, 1.0], [0.1, -0.1, -0.6], [0.1, 0.2, 0.1], [-0.4, 0.6, 0.4], [0.2, -0.5, -0.3], [0.2, -0.1, 0.0], [0.2, 0.2, -0.2], [0.1, -0.5, -0.1], [-0.2, 0.1, 0.3]], "gap_ev": 9.71, "max_force_ev_per_a": 1.3, "e_lumo_ev": 1.87, "charge": -1, "e_above_lowest_kcal_mol": 54.6}



Entry 2:
{"formula": "C53H64BN8O6S3TeW", "method": "ωB97M-V with the def2-TZVPD basis set", "species": ["W", "O", "C", "C", "C", "N", "C", "C", "C", "O", "O", "C", "O", "O", "H", "H", "H", "C", "C", "C", "C", "N", "C", "C", "N", "B", "N", "C", "C", "N", "C", "S", "C", "C", "C", "C", "N", "C", "C", "N", "C", "S", "C", "C", "C", "C", "C", "S", "H", "H", "H", "H", "H", "H", "H", "H", "H", "H", "H", "H", "H", "H", "H", "H", "H", "H", "H", "H", "H", "H", "H", "H", "H", "H", "H", "H", "H", "H", "H", "H", "H", "H", "C", "C", "C", "C", "C", "C", "Te", "N", "C", "O", "C", "C", "C", "C", "C", "C", "C", "C", "C", "C", "C", "C", "C", "C", "C", "C", "C", "C", "H", "H", "H", "H", "H", "H", "H", "H", "H", "H", "H", "H", "H", "H", "H", "H", "H", "H", "H", "H", "H", "H", "H", "H", "H", "H", "H"], "xyz": [[0.53184, -0.15222, 0.27434], [5.50592, -0.52102, 3.88546], [4.36784, -0.42521, 3.16095], [3.60192, 0.74151, 3.10590], [2.47462, 0.73936, 2.30607], [2.09629, -0.33067, 1.59907], [2.78012, -1.47566, 1.70878], [3.93359, -1.55800, 2.46865], [2.05421, -2.60286, 1.01613], [2.49143, -3.73306, 0.96012], [0.89774, -2.17923, 0.59476], [1.44880, 1.85501, 2.20712], [1.56654, 2.91741, 2.79583], [0.43582, 1.47843, 1.48182], [5.69336, 0.32150, 4.31294], [3.85435, 1.63676, 3.65975], [4.46645, -2.49457, 2.53416], [-1.16234, -4.73131, 1.57914], [-1.96070, -4.60753, 0.28263], [-2.97272, -5.75303, 0.16414], [-1.01664, -4.67615, -0.91227], [-2.75198, -3.33284, 0.36961], [-3.85673, -3.27914, 1.19755], [-4.28370, -2.00320, 1.22757], [-3.45340, -1.26039, 0.42679], [-3.59543, 0.27461, 0.35910], [-3.44476, 0.82477, -1.08360], [-4.53965, 0.74429, -1.91516], [-4.16517, 1.14354, -3.14179], [-2.82083, 1.47110, -3.08083], [-2.39541, 1.25840, -1.80191], [-0.80351, 1.55693, -1.25673], [-2.12201, 1.81594, -4.36585], [-2.92529, 2.94997, -5.01589], [-2.14288, 0.55044, -5.22132], [-0.67276, 2.28680, -4.24233], [-2.74483, 1.03926, 1.41806], [-3.14734, 2.30498, 1.77672], [-2.68118, 2.56548, 3.01405], [-1.96357, 1.45903, 3.42685], [-1.98174, 0.54883, 2.41613], [-1.08990, -0.91899, 2.32447], [-1.54254, 1.22569, 4.84371], [-2.36820, 0.05296, 5.37747], [-0.04472, 0.96385, 4.99188], [-1.87158, 2.47893, 5.64586], [-2.49988, -2.07451, -0.07453], [-1.27842, -1.54091, -1.15588], [-0.65356, -5.69525, 1.59339], [-1.81572, -4.66929, 2.45058], [-0.41257, -3.94729, 1.63624], [-2.44371, -6.65619, -0.13593], [-3.72991, -5.53707, -0.59036], [-3.47072, -5.97122, 1.10820], [-0.61966, -5.69230, -0.93203], [-0.18874, -3.98404, -0.82159], [-1.53358, -4.48673, -1.85239], [-4.24833, -4.15100, 1.68136], [-5.10964, -1.55443, 1.74422], [-4.74796, 0.48707, 0.65528], [-5.49089, 0.40983, -1.55014], [-4.73369, 1.23368, -4.04533], [-3.88762, 2.61887, -5.40410], [-2.35771, 3.35818, -5.85042], [-3.09772, 3.74948, -4.29636], [-3.15701, 0.19640, -5.40396], [-1.58425, -0.24275, -4.72504], [-1.67543, 0.75613, -6.18404], [-0.57772, 3.19537, -3.64817], [-0.34719, 2.51119, -5.25992], [-0.01608, 1.53266, -3.82413], [-3.75518, 2.90437, 1.12689], [-2.78799, 3.44092, 3.62310], [-2.12106, -0.86647, 4.85121], [-3.43406, 0.25125, 5.25682], [-2.15925, -0.08887, 6.43814], [0.29357, 0.15476, 4.35625], [0.14086, 0.69012, 6.03190], [0.52000, 1.86771, 4.77413], [-2.94366, 2.67210, 5.69277], [-1.36134, 3.35513, 5.24632], [-1.51759, 2.32115, 6.66326], [1.05701, 8.52887, -4.80071], [1.20910, 7.37995, -3.84413], [0.11216, 6.85628, -3.17692], [0.23448, 5.81197, -2.26634], [-1.00196, 5.32958, -1.55982], [1.50954, 5.27804, -2.02492], [1.59718, 3.72261, -0.58680], [1.91261, 1.20027, -0.64912], [2.15871, 0.37289, -1.61893], [1.58082, -0.78104, -1.45746], [2.97332, 0.59612, -2.84102], [2.99467, 1.83194, -3.48153], [3.75299, 2.01200, -4.62841], [4.49210, 0.95395, -5.14005], [4.45734, -0.28563, -4.51359], [3.69348, -0.47037, -3.37334], [3.28093, 4.39695, 0.49753], [4.46324, 3.66123, 0.58576], [4.72687, 2.37860, -0.15399], [5.47479, 4.14329, 1.41562], [5.33754, 5.31044, 2.14824], [6.43349, 5.79220, 3.05450], [4.14329, 6.01165, 2.04457], [3.10077, 5.56667, 1.24531], [1.82017, 6.34905, 1.22588], [2.63267, 5.77472, -2.69659], [4.02281, 5.25294, -2.49288], [2.45544, 6.82463, -3.59317], [0.03244, 8.60942, -5.16073], [1.71453, 8.41553, -5.66204], [1.31322, 9.47247, -4.31509], [-0.87280, 7.26753, -3.36635], [-1.88800, 5.74975, -2.03418], [-1.00066, 5.64358, -0.51347], [-1.09984, 4.24240, -1.55582], [2.38648, 2.64468, -3.09525], [3.75871, 2.97430, -5.12287], [5.08811, 1.09339, -6.03182], [5.02553, -1.11213, -4.91924], [3.64484, -1.43336, -2.88474], [4.13842, 2.27979, -1.06764], [4.47043, 1.51556, 0.46245], [5.78220, 2.30911, -0.41628], [6.40246, 3.58544, 1.47343], [7.39172, 5.35067, 2.78542], [6.22375, 5.52375, 4.09166], [6.53315, 6.87598, 3.01206], [4.01147, 6.92601, 2.61114], [1.88034, 7.17963, 1.92741], [0.97466, 5.72552, 1.52322], [1.60229, 6.75359, 0.23432], [4.04780, 4.17504, -2.34125], [4.49184, 5.70935, -1.61901], [4.63650, 5.48134, -3.36361], [3.32249, 7.20961, -4.11790]], "atomic_forces_ev_per_a": [[-2.1, -1.0, -0.4], [0.1, 0.0, 0.0], [-0.3, 0.0, -0.2], [-0.1, -0.2, -0.2], [-0.1, 0.4, 0.1], [0.7, 0.1, 0.4], [0.3, 0.0, 0.2], [-0.2, 0.1, 0.0], [0.2, 0.1, 0.2], [-0.1, 0.1, 0.0], [0.3, -0.3, -0.2], [0.5, -0.2, 0.3], [-0.1, -0.4, -0.3], [0.0, 0.8, 0.2], [0.0, 0.0, 0.0], [0.0, 0.0, 0.0], [0.0, -0.1, 0.0], [0.0, -0.1, 0.0], [0.0, 0.0, 0.0], [0.0, -0.1, 0.0], [0.0, 0.0, 0.0], [0.1, 0.2, 0.0], [-0.1, 0.1, 0.1], [0.0, -0.1, 0.1], [0.1, 0.0, 0.0], [0.0, 0.0, -0.1], [0.0, -0.1, 0.1], [0.0, 0.0, -0.2], [-0.1, 0.0, 0.1], [0.0, 0.0, 0.1], [0.2, 0.0, -0.2], [0.3, 0.2, 0.3], [0.0, 0.0, 0.1], [0.0, 0.0, 0.0], [0.0, 0.0, -0.1], [-0.1, 0.0, 0.0], [0.0, 0.0, 0.2], [0.0, 0.1, 0.2], [-0.1, 0.1, -0.2], [0.1, -0.1, -0.1], [-0.1, -0.1, -0.1], [0.4, 0.2, -0.1], [-0.1, 0.0, 0.0], [0.1, 0.0, 0.0], [-0.1, 0.1, 0.0], [0.0, 0.0, 0.2], [0.0, -0.1, -0.1], [0.4, 0.0, 0.0], [0.0, 0.0, 0.0], [0.0, 0.0, 0.0], [0.0, 0.1, 0.0], [0.0, 0.0, 0.0], [0.0, 0.0, 0.0], [0.0, 0.0, 0.0], [0.0, 0.0, 0.0], [0.1, 0.1, 0.0], [0.0, 0.0, 0.0], [0.0, 0.0, 0.0], [-0.1, 0.0, 0.0], [0.0, 0.0, 0.0], [-0.1, 0.0, 0.0], [-0.1, 0.0, 0.0], [0.0, 0.0, 0.0], [0.0, 0.0, 0.0], [0.0, 0.1, 0.0], [0.0, 0.0, 0.0], [0.0, 0.0, 0.0], [0.0, 0.0, 0.0], [0.0, 0.0, 0.0], [0.0, 0.0, 0.0], [0.0, -0.1, 0.0], [-0.1, 0.1, -0.1], [0.0, 0.0, -0.1], [0.0, 0.0, 0.0], [0.0, 0.0, 0.0], [0.0, 0.0, 0.0], [0.0, -0.1, -0.1], [0.0, 0.0, 0.0], [0.1, 0.0, -0.1], [0.0, 0.0, 0.0], [0.0, 0.0, 0.0], [0.0, 0.0, 0.0], [0.0, 0.0, 0.0], [0.0, 0.0, 0.0], [0.0, -0.1, 0.0], [0.1, 0.1, -0.1], [-0.1, 0.0, 0.1], [0.1, 0.1, 0.0], [-0.2, -0.3, 0.2], [-0.1, 0.0, 0.2], [-0.1, 0.0, -0.1], [0.3, 0.1, -0.2], [-0.1, 0.0, 0.0], [-0.1, 0.0, 0.0], [0.0, -0.1, 0.0], [0.0, 0.0, 0.0], [0.0, 0.0, 0.0], [0.0, 0.1, 0.0], [0.0, -0.2, 0.0], [0.1, 0.0, 0.0], [0.0, 0.0, -0.2], [0.0, 0.0, 0.0], [0.0, 0.0, 0.0], [0.1, 0.0, 0.0], [0.0, 0.0, 0.0], [0.1, 0.0, 0.0], [-0.1, 0.1, 0.0], [-0.1, 0.1, -0.1], [0.2, -0.1, 0.0], [0.0, 0.0, 0.0], [0.0, 0.0, 0.0], [0.0, 0.0, 0.0], [0.0, 0.0, 0.0], [0.0, 0.0, 0.0], [0.0, 0.0, 0.0], [0.0, 0.0, 0.0], [0.0, 0.0, 0.0], [0.1, -0.1, -0.1], [0.0, 0.0, 0.0], [0.0, 0.0, 0.0], [0.0, 0.0, 0.0], [0.0, 0.0, 0.0], [0.1, 0.1, 0.1], [0.0, 0.0, 0.0], [0.0, 0.0, 0.0], [0.0, 0.0, 0.0], [0.0, 0.0, 0.0], [0.0, 0.0, 0.0], [0.0, 0.0, 0.0], [0.0, 0.0, 0.0], [0.0, 0.0, 0.0], [0.0, -0.1, 0.0], [0.0, 0.0, 0.0], [0.0, -0.1, 0.0], [0.0, 0.0, 0.0], [0.0, 0.0, 0.0], [0.0, 0.0, 0.0]], "gap_ev": [6.41, 4.74], "max_force_ev_per_a": 2.3, "spin_multiplicity": 2, "e_lumo_ev": [0.43, -1.16], "charge": 0, "e_above_lowest_kcal_mol": 0.0}



Number 1: M 476.234 g mol⁻¹. Number 2: M 1327.598 g mol⁻¹.